Arrangement one

Here is a 3-piece molecular cluster, C6H14O2 overall from OMol25. Energies are from ωB97M-V/def2-TZVPD.

```
22
Properties=species:S:1:pos:R:3:nbo_charge:R:1
C 1.329 -0.927 1.560 -0.394
C 1.166 0.400 1.444 -0.190
C 0.133 0.925 0.448 -0.039
C 0.716 1.201 -0.892 -0.667
C -1.180 1.163 0.829 -0.201
C -2.312 1.697 0.111 -0.670
H 0.726 -1.557 1.011 0.197
H 2.107 -1.307 2.220 0.197
H 1.632 1.234 1.933 0.209
H -0.094 1.217 -1.646 0.212
H 1.380 0.381 -1.254 0.238
H 1.337 2.132 -0.934 0.220
H -1.399 0.901 1.890 0.205
H -2.513 2.684 0.613 0.232
H -3.190 1.103 0.491 0.225
H -2.271 1.728 -0.959 0.221
O 2.232 -1.698 -2.322 -0.921
H 2.181 -2.361 -1.645 0.465
H 3.041 -1.342 -2.188 0.460
O -2.068 -1.850 -0.125 -0.948
H -1.936 -0.873 -0.325 0.481
H -1.415 -2.322 -0.646 0.467
```

HOMO	-8.76	eV

=====

Arrangement two

Here is a 3-piece molecular cluster, C6H14O2 overall from OMol25. Energies are from ωB97M-V/def2-TZVPD.

```
22
Properties=species:S:1:pos:R:3:nbo_charge:R:1
C 0.211 -2.924 -0.623 -0.408
C -0.377 -2.187 -1.566 -0.204
C -0.917 -0.854 -1.218 -0.222
C -0.342 0.036 -0.416 -0.171
C -1.000 1.318 -0.029 -0.446
C -1.426 1.310 1.452 -0.601
H 0.263 -2.537 0.386 0.195
H 0.529 -3.946 -0.788 0.205
H -0.381 -2.498 -2.604 0.215
H -1.961 -0.707 -1.498 0.201
H 0.694 -0.175 -0.193 0.180
H -0.340 2.176 -0.158 0.222
H -1.856 1.548 -0.663 0.212
H -2.443 0.987 1.654 0.214
H -1.230 2.294 1.891 0.207
H -0.723 0.732 2.044 0.195
O 1.583 2.657 2.126 -0.939
H 1.971 1.802 1.918 0.471
H 0.949 2.521 2.835 0.471
O 2.516 -0.492 -1.766 -0.948
H 2.197 -1.322 -1.409 0.480
H 2.083 0.261 -1.376 0.472
```

HOMO	-9.30	eV

=====

Arrangement three

Here is a 2-piece molecular cluster, C6H14O2 overall from OMol25. Energies are from ωB97M-V/def2-TZVPD.

```
22
Properties=species:S:1:pos:R:3:nbo_charge:R:1
C -2.052 2.111 1.382 -0.414
C -1.285 1.006 1.639 -0.160
C 0.176 1.180 1.856 -0.460
C 1.004 -0.119 1.430 -0.370
C 1.248 -0.223 -0.144 -0.441
C 2.392 0.611 -0.759 -0.043
O 3.546 -0.069 -0.489 -0.748
H -1.434 2.956 1.787 0.180
H -3.078 2.316 1.210 0.211
H -1.534 -0.057 1.481 0.195
H 0.326 1.317 2.991 0.218
H 0.517 2.000 1.261 0.218
H 0.432 -1.167 1.625 0.198
H 1.857 -0.024 1.950 0.191
H 0.393 0.395 -0.467 0.207
H 1.310 -1.221 -0.496 0.209
H 2.544 1.603 -0.189 0.154
H 2.264 0.763 -1.843 0.179
H 3.603 -0.749 0.103 0.475
O -4.330 -3.490 -3.817 -0.951
H -4.973 -2.719 -3.792 0.475
H -4.854 -4.332 -3.596 0.475
```

HOMO	-9.45	eV

=====

arrangement two ends up most stable, edging out the next structure by 0.424 eV.

=====

Arrangement one

Here is C27H29As2InN2O3S4SbSe4 as an isolated structure from OMol25. Energies are from ωB97M-V/def2-TZVPD.

```
73
Properties=species:S:1:pos:R:3:lowdin_charge:R:1
In -0.528 0.398 -0.088 0.186
O 1.733 0.519 -0.108 -0.269
N 2.286 1.510 -0.697 0.035
N 1.455 2.309 -1.230 -0.197
O 0.163 2.130 -1.206 -0.199
C 1.945 3.470 -1.914 -0.154
C 3.220 3.949 -1.645 -0.023
C 3.669 5.059 -2.343 -0.089
C 2.851 5.680 -3.278 -0.095
C 1.575 5.190 -3.517 -0.064
C 1.107 4.079 -2.832 -0.006
H 3.837 3.457 -0.908 0.099
H 4.663 5.443 -2.151 0.099
H 3.208 6.548 -3.817 0.098
H 0.934 5.668 -4.246 0.108
H 0.121 3.669 -3.005 0.023
S -1.655 1.889 1.615 0.082
S -3.471 0.917 1.778 -0.091
S -3.169 -0.828 2.714 -0.034
S -2.575 -2.235 1.174 -0.080
C 2.654 -3.003 -2.083 -0.344
As 0.927 -2.081 -1.847 1.063
C -0.182 -3.582 -2.424 -0.344
C 0.984 -1.041 -3.512 -0.312
H 2.722 -3.405 -3.095 0.022
H 2.731 -3.821 -1.366 0.011
H 3.478 -2.306 -1.922 0.014
H 0.177 -3.971 -3.378 0.024
H -1.211 -3.250 -2.537 -0.057
H -0.136 -4.363 -1.664 0.021
H 0.657 -1.647 -4.356 0.016
H 2.009 -0.700 -3.674 0.021
H 0.333 -0.168 -3.454 -0.031
O 0.204 -0.817 1.607 -0.576
As 1.375 -0.479 2.726 1.241
C 0.587 -0.647 4.462 -0.296
C -0.203 -1.773 4.677 -0.106
C -0.845 -1.935 5.893 -0.075
C -0.705 -0.973 6.885 -0.080
C 0.071 0.155 6.663 -0.079
C 0.721 0.321 5.447 -0.081
C 2.745 -1.815 2.598 -0.286
C 3.248 -2.118 1.336 -0.085
C 4.264 -3.053 1.215 -0.073
C 4.771 -3.682 2.346 -0.083
C 4.258 -3.386 3.601 -0.084
C 3.242 -2.449 3.731 -0.086
C 2.266 1.225 2.639 -0.302
C 1.528 2.399 2.755 -0.121
C 2.159 3.624 2.600 -0.063
C 3.524 3.678 2.348 -0.086
C 4.261 2.505 2.255 -0.083
C 3.633 1.276 2.395 -0.089
H -0.334 -2.501 3.884 0.111
H -1.466 -2.805 6.062 0.107
H -1.214 -1.098 7.833 0.102
H 0.168 0.909 7.433 0.102
H 1.326 1.202 5.272 0.099
H 2.835 -1.624 0.463 0.068
H 4.659 -3.293 0.236 0.098
H 5.569 -4.407 2.248 0.102
H 4.645 -3.886 4.479 0.101
H 2.838 -2.216 4.709 0.102
H 0.460 2.359 2.940 0.030
H 1.579 4.535 2.668 0.111
H 4.013 4.636 2.224 0.103
H 5.324 2.545 2.057 0.103
H 4.208 0.364 2.294 0.102
Se -1.788 2.085 -4.116 -0.074
Sb -3.367 0.355 -3.709 -0.201
Se -2.830 -1.784 -4.587 -0.138
Se -5.437 0.872 -2.692 -0.155
Se -2.554 -1.102 -0.682 0.088
```

net charge	-1
HOMO	-4.71	eV

=====

Arrangement two

Here is C27H29As2InN2O3S4SbSe4 as an isolated structure from OMol25. Energies are from ωB97M-V/def2-TZVPD.

```
73
Properties=species:S:1:pos:R:3:lowdin_charge:R:1
In 0.415 -1.565 -0.006 0.025
O 0.948 -1.739 -2.215 -0.237
N 0.102 -2.323 -2.977 0.026
N -0.712 -3.066 -2.341 -0.212
O -0.671 -3.233 -1.053 -0.199
C -1.766 -3.706 -3.072 -0.153
C -1.775 -3.688 -4.461 -0.024
C -2.817 -4.310 -5.127 -0.092
C -3.832 -4.940 -4.418 -0.100
C -3.803 -4.946 -3.032 -0.074
C -2.766 -4.329 -2.345 0.008
H -0.980 -3.192 -4.998 0.103
H -2.833 -4.304 -6.210 0.098
H -4.643 -5.424 -4.947 0.096
H -4.591 -5.432 -2.472 0.104
H -2.719 -4.312 -1.266 0.122
S 1.421 0.535 2.405 -0.154
S 3.103 -0.527 2.941 -0.020
S 2.587 -2.493 2.694 -0.097
S 2.426 -2.829 0.673 0.073
C -2.581 3.581 -0.530 -0.353
As -0.903 3.623 0.494 1.050
C -1.734 3.477 2.257 -0.345
C -0.714 5.587 0.501 -0.355
H -3.303 4.284 -0.112 0.020
H -2.992 2.571 -0.482 -0.011
H -2.390 3.840 -1.573 0.012
H -2.518 4.227 2.370 0.022
H -0.980 3.609 3.033 0.012
H -2.162 2.481 2.373 -0.016
H -1.644 6.070 0.808 0.013
H -0.436 5.931 -0.496 0.001
H 0.082 5.869 1.192 0.010
O 1.660 0.234 -0.562 -0.582
As 1.905 0.964 -2.028 1.235
C 2.246 2.810 -1.650 -0.301
C 2.785 3.116 -0.406 -0.095
C 3.010 4.441 -0.069 -0.078
C 2.691 5.451 -0.968 -0.096
C 2.144 5.142 -2.205 -0.094
C 1.916 3.816 -2.549 -0.101
C 3.462 0.261 -2.902 -0.282
C 4.010 -0.906 -2.386 -0.072
C 5.151 -1.436 -2.975 -0.063
C 5.732 -0.805 -4.065 -0.088
C 5.186 0.369 -4.569 -0.091
C 4.050 0.907 -3.983 -0.105
C 0.409 0.925 -3.227 -0.306
C -0.833 1.260 -2.699 -0.122
C -1.967 1.154 -3.491 -0.064
C -1.852 0.732 -4.809 -0.078
C -0.608 0.408 -5.333 -0.085
C 0.528 0.494 -4.541 -0.097
H 2.985 2.321 0.303 0.093
H 3.416 4.686 0.904 0.107
H 2.853 6.487 -0.695 0.102
H 1.879 5.932 -2.896 0.101
H 1.458 3.572 -3.501 0.102
H 3.556 -1.389 -1.529 0.057
H 5.580 -2.346 -2.576 0.108
H 6.620 -1.224 -4.522 0.100
H 5.648 0.866 -5.412 0.099
H 3.633 1.833 -4.364 0.103
H -0.917 1.569 -1.664 0.013
H -2.936 1.387 -3.069 0.108
H -2.738 0.641 -5.425 0.102
H -0.523 0.065 -6.357 0.101
H 1.488 0.190 -4.936 0.101
Se -3.874 -0.451 3.852 -0.192
Sb -1.856 -1.086 2.741 -0.175
Se -0.945 -3.273 2.365 -0.034
Se -0.094 0.382 3.992 0.092
Se -1.671 -0.124 0.421 0.123
```

net charge	-1
HOMO	-4.77	eV

=====

arrangement two ends up most stable, edging out the next structure by 1.917 eV.

=====

Arrangement one

Here is C3H5Br2NO3 as an isolated structure from OMol25. Energies are from ωB97M-V/def2-TZVPD.

```
14
Properties=species:S:1:pos:R:3:nbo_charge:R:1
C 1.337 0.922 0.118 -0.682
C -1.182 0.291 0.486 -0.381
C 0.030 0.224 -0.330 0.389
N 0.394 -1.707 0.148 0.457
O 0.504 -1.982 1.315 -0.374
O 0.169 -2.424 -0.819 -0.412
O -0.069 0.036 -1.643 -0.674
Br -2.639 -0.872 0.058 0.131
Br -1.848 2.240 0.120 -0.025
H 1.214 2.069 -0.135 0.247
H 1.546 1.056 1.211 0.252
H 2.219 0.543 -0.359 0.252
H -1.021 0.415 1.647 0.295
H -0.653 -0.811 -1.818 0.525
```

HOMO (alpha / beta)	-9.51 / -9.51	eV

=====

Arrangement two

Here is C3H5Br2NO3 as an isolated structure from OMol25. Energies are from ωB97M-V/def2-TZVPD.

```
14
Properties=species:S:1:pos:R:3:nbo_charge:R:1
C 1.453 0.427 -0.316 -0.661
C 0.515 -0.809 -0.103 -0.045
C -0.890 -0.281 -0.344 -0.258
N -1.354 1.056 1.474 0.569
O -1.026 0.655 2.531 -0.319
O -1.953 1.961 1.045 -0.306
O 0.688 -1.960 -0.904 -0.670
Br -2.200 -1.666 -0.123 0.112
Br -1.406 1.004 -1.598 0.201
H 1.393 1.102 -1.240 0.224
H 2.446 0.030 -0.185 0.228
H 1.405 1.197 0.470 0.226
H 0.767 -0.988 0.988 0.232
H 0.161 -1.726 -1.695 0.468
```

HOMO (alpha / beta)	-9.42 / -8.89	eV

=====

arrangement one ends up most stable, edging out the next structure by 1.364 eV.